No. 1
Density functional theory data (ωB97M-V/def2-TZVPD) for C42H40FGeN3O6W as an isolated structure in a non-equilibrium geometry.

Geometry as ORCA input:
```
! wB97M-V def2-TZVPD RIJCOSX def2/J DEFGRID3
* xyz 4 1
W 0.046 -0.413 0.607
Ge 0.445 -2.919 -0.136
F 1.924 -1.281 6.927
O -3.807 0.495 1.091
O 2.364 -0.424 -0.004
O -0.084 -0.702 2.412
O 0.958 1.486 1.103
O -1.752 -0.240 0.530
O 0.459 0.892 -0.901
N 0.038 -1.666 11.476
N -3.086 0.065 5.138
N -0.042 -0.650 8.849
C 4.590 0.597 -1.967
C -0.797 -0.556 4.687
C -0.015 -4.015 -2.651
C 5.416 2.462 2.834
C 1.261 -0.983 10.939
C -1.093 -3.047 -4.564
C -1.241 -1.012 10.980
C 3.819 0.835 2.064
C -1.832 -0.282 5.624
C -2.334 -0.075 2.877
C -0.935 -0.047 9.839
C -0.310 -0.654 7.512
C -1.235 -1.845 -3.886
C 4.666 1.313 3.050
C -1.575 -0.348 6.991
C -0.157 -2.807 -1.955
C -1.064 -0.434 3.320
C 2.697 1.954 -2.615
C 3.737 1.499 0.842
C -3.310 0.156 3.838
C 5.124 0.733 -3.236
C 0.694 -0.958 6.527
C -0.893 -3.445 1.157
C -2.242 -3.364 0.789
C -2.861 -4.375 2.877
C 1.365 1.387 -0.098
C -4.235 0.317 6.059
C 4.456 1.495 -4.189
C -2.766 0.112 1.467
C 3.367 1.196 -1.658
C 5.329 3.128 1.621
C -3.224 -3.834 1.649
C 1.271 -1.042 9.416
C 0.473 -0.909 5.193
C -0.485 -4.135 -3.949
C -1.521 -4.452 3.251
C -0.537 -3.977 2.400
C 2.847 1.033 -0.272
C -0.767 -1.722 -2.587
C -4.853 -0.977 6.559
C 4.502 2.642 0.620
C 3.254 2.113 -3.875
H -5.267 -1.552 5.731
H -0.367 -5.068 -4.481
H 2.067 -0.377 9.083
H 5.141 0.054 -1.206
H 4.459 3.150 -0.334
H 4.881 1.618 -5.176
H -4.958 0.898 5.492
H 0.467 -4.874 -2.194
H 2.141 -1.492 11.328
H -2.520 -2.985 -0.190
H -1.880 0.253 9.404
H -4.308 0.436 3.524
H 5.920 4.016 1.443
H -1.247 -4.919 4.187
H -3.878 0.965 6.858
H -1.708 -1.001 -4.368
H -1.453 -3.136 -5.580
H 1.834 -3.468 0.166
H 1.522 -2.052 9.095
H 0.053 -2.651 11.206
H 0.060 -1.661 12.499
H 6.081 2.828 3.604
H 2.748 2.721 -4.612
H -0.482 0.871 10.221
H -3.625 -4.774 3.531
H 2.997 -1.074 -0.356
H -4.263 -3.813 1.346
H -5.671 -0.740 7.238
H 4.758 0.777 3.986
H -0.894 -0.760 -2.097
H 6.070 0.268 -3.477
H 0.506 -4.072 2.681
H -4.137 -1.604 7.090
H 1.759 2.448 -2.391
H -2.391 -0.160 7.665
H -1.691 -0.475 11.813
H 1.260 0.032 11.328
H 1.299 -1.122 4.528
H -1.913 -1.809 10.671
H 3.258 -0.076 2.234
*
```

Values from the calculation:
Energy relative to the best compared isomer or geometry (same formula, charge and spin)   63.6 kcal per mole
HOMO level (alpha / beta)   -17.3 / -17.3 eV
Energy   -121978.6015 eV
LUMO (alpha / beta)   -12.521 / -12.522 eV

No. 2
Density functional theory data (ωB97M-V/def2-TZVPD) for C42H41AsGeN4OReS as an isolated structure in a non-equilibrium geometry.

Geometry as ORCA input:
```
! wB97M-V def2-TZVPD RIJCOSX def2/J DEFGRID3
* xyz 2 4
Re -1.185 -0.697 0.745
As 1.252 0.103 -1.869
Ge -1.271 2.668 2.463
S -3.283 -2.248 -0.184
O -0.153 -0.268 -1.029
N 0.261 -1.687 1.964
N -2.675 0.252 -0.375
N -2.093 -0.902 2.627
N -0.094 -2.971 -0.271
C 0.138 -1.425 3.282
C 5.107 -0.701 -0.354
C 1.947 2.931 -2.079
C 2.856 0.003 -0.792
C -3.405 -0.813 2.871
C 2.131 -2.206 -5.280
C -3.932 -0.910 4.144
C -1.239 4.201 1.219
C 0.478 4.573 -3.042
C -4.495 -0.344 -1.808
C 1.182 -1.048 -3.409
C -3.679 1.916 -1.742
C -0.452 3.583 -3.337
C 2.889 0.817 0.338
C 1.673 4.249 -2.416
C 1.792 -4.545 -1.528
C -0.421 -3.691 -1.331
C 3.966 -0.758 -1.141
C 1.158 -3.024 0.199
C 4.028 0.859 1.127
C 5.140 0.105 0.776
C 2.442 -2.541 2.324
C -0.237 -2.333 -4.859
C 0.490 -4.508 -1.991
C 1.201 -1.601 4.147
C 1.008 1.948 -2.366
C -3.124 2.368 3.051
C -0.191 2.266 -2.999
C 2.137 -3.792 -0.414
C -0.124 3.012 4.027
C 2.388 -2.111 3.638
C -4.571 0.960 -2.247
C -0.083 -1.517 -3.750
C -3.530 -0.681 -0.853
C -2.745 1.522 -0.820
C 2.291 -1.373 -4.183
C -1.708 -1.173 4.967
C -3.070 -1.074 5.215
C -1.247 -1.099 3.667
C 1.336 -2.351 1.505
C 0.873 -2.689 -5.614
C -0.362 1.169 1.486
H 4.051 1.492 2.004
H -0.909 1.486 -3.222
H -4.047 -0.670 2.014
H -3.198 1.619 3.837
H 2.988 -2.464 -5.887
H 2.397 5.021 -2.193
H 2.030 1.424 0.592
H -3.777 2.086 2.224
H -1.221 -2.691 -5.131
H 3.318 -3.047 1.948
H -0.230 2.228 4.778
H -3.714 2.944 -2.070
H -5.001 -0.849 4.289
H -3.489 3.312 3.460
H 0.039 1.651 0.587
H -0.398 3.961 4.487
H 0.925 3.073 3.733
H -0.332 4.181 0.613
H 0.755 -3.336 -6.473
H 3.267 -0.963 -3.955
H -5.315 1.244 -2.979
H -2.105 4.189 0.556
H 6.038 0.158 1.377
H -2.026 2.218 -0.408
H -0.937 -1.249 -3.139
H 0.275 5.600 -3.312
H -1.376 3.839 -3.839
H 5.980 -1.277 -0.631
H 3.245 -2.242 4.286
H 0.179 -5.101 -2.839
H 2.532 -5.165 -2.017
H 3.148 -3.827 -0.032
H 2.887 2.673 -1.608
H 3.943 -1.401 -2.011
H -1.256 5.142 1.769
H -5.155 -1.114 -2.179
H 1.114 -1.357 5.196
H -3.450 -1.144 6.225
H -1.455 -3.627 -1.649
H 0.498 0.914 2.115
H -1.019 -1.351 5.780
*
```

Values from the calculation:
Energy relative to the best compared isomer or geometry (same formula, charge and spin)   3.4 kcal per mole
HOMO level (alpha / beta)   -12.8 / -12.8 eV
Energy   -182535.4760 eV
<S²>   3.776
LUMO (alpha / beta)   -5.887 / -6.672 eV

No. 3
Density functional theory data (ωB97M-V/def2-TZVPD) for C42H41BaNO2P2S2 as an isolated structure in a non-equilibrium geometry.

Geometry as ORCA input:
```
! wB97M-V def2-TZVPD RIJCOSX def2/J DEFGRID3
* xyz 0 1
Ba 3.603 -0.327 -0.576
S -1.728 -4.962 -0.382
S -0.693 -2.179 2.551
P -1.062 0.015 -2.156
P -0.776 0.408 1.596
O -2.332 -4.473 -1.589
O -1.030 -6.224 -0.441
N -0.814 -3.741 0.364
C 1.340 -3.076 -3.176
C -0.362 1.521 0.183
C -2.158 0.455 -3.515
C -3.442 -3.769 2.984
C -1.882 -1.124 -1.080
C -1.717 3.671 3.895
C -1.575 1.544 2.773
C 2.608 2.524 -1.491
C -1.787 0.232 -4.854
C -1.338 -3.336 1.531
C 2.965 -0.804 2.163
C -3.413 1.010 -3.202
C -3.801 1.375 -5.569
C 0.215 -2.295 -2.948
C 0.821 0.327 2.504
C 2.550 -2.492 -3.524
C -4.218 1.485 -4.239
C 5.094 2.201 -1.294
C 0.991 0.216 3.887
C 2.670 3.880 -0.885
C 2.598 -1.103 -3.692
C -2.614 0.701 -5.875
C 5.245 2.600 0.217
C -1.122 2.857 2.936
C 1.492 -0.303 -3.390
C -2.593 1.023 3.578
C -4.631 -4.498 3.048
C 3.032 2.669 1.346
C -2.587 -4.006 1.901
C 3.728 1.781 -1.691
C 2.110 -0.451 4.402
C 1.902 0.005 1.666
C 3.044 -1.022 3.541
C -0.530 1.392 -1.154
C 4.164 1.992 1.070
C -2.908 -4.965 0.941
C -4.942 -5.464 2.073
C -3.204 1.858 4.518
C 2.622 3.948 0.673
C -4.071 -5.710 1.006
C 0.338 -0.905 -2.866
C -2.778 3.186 4.671
H 1.805 0.588 0.688
H -1.235 -2.015 -1.011
H 1.825 4.470 -1.297
H -4.267 -6.424 0.213
H -1.339 4.686 4.026
H -4.013 1.463 5.133
H -2.304 0.556 -6.904
H -5.166 1.960 -4.009
H -2.874 -0.029 3.464
H 0.002 2.503 0.494
H 3.726 1.011 -2.503
H -5.326 -4.295 3.864
H 0.219 0.624 4.527
H -0.740 -2.814 -2.873
H 5.856 1.442 -1.523
H 1.716 2.360 -2.113
H 3.732 -1.383 1.588
H 1.210 -4.145 -3.101
H 2.274 -0.446 5.483
H -3.162 -3.018 3.738
H 1.573 0.793 -3.508
H 3.211 4.820 1.002
H -0.303 3.242 2.330
H 6.232 2.251 0.580
H 3.868 -1.638 3.933
H -4.383 1.820 -6.371
H 3.581 4.407 -1.226
H -3.742 1.065 -2.161
H 5.380 3.053 -1.921
H 4.515 1.127 1.679
H 3.454 -3.108 -3.619
H -0.408 2.319 -1.723
H -1.927 -0.717 -0.062
H -3.247 3.838 5.416
H -5.876 -6.007 2.148
H 1.595 4.205 0.961
H 3.579 -0.620 -3.836
H -2.883 -1.400 -1.417
H 5.239 3.698 0.314
H 2.444 2.410 2.238
H -0.858 -0.299 -5.069
*
```

Values from the calculation:
HOMO level (alpha / beta)   -5.0 / -4.7 eV
Energy   -90737.1493 eV
LUMO (alpha / beta)   -0.836 / -1.042 eV

No. 4
Density functional theory data (ωB97M-V/def2-TZVPD) for C42H41BiBr3N6O4S2 as an isolated structure.

Geometry as ORCA input:
```
! wB97M-V def2-TZVPD RIJCOSX def2/J DEFGRID3
* xyz -1 1
Bi -0.229 0.004 0.493
Br 3.267 -1.925 -6.082
Br -0.959 4.988 0.412
Br 0.765 -4.514 -1.743
S -0.847 -4.516 2.654
S -0.535 -1.626 2.518
O 1.466 0.726 1.640
O -3.926 4.712 5.421
O -2.787 0.596 -0.066
O 0.872 -1.727 -0.538
N -1.339 1.688 2.366
N -1.784 5.179 5.966
N -1.682 -3.155 0.553
N -1.815 -1.966 -0.145
N 1.930 0.561 -1.577
N -0.720 2.792 -1.233
C 2.537 -0.603 -3.620
C -3.952 -5.287 1.710
C -4.541 -7.906 2.411
C -2.497 -2.053 -1.231
C -2.740 4.508 5.257
C 3.100 -1.095 1.449
C -3.046 0.410 -1.302
C -1.120 -3.051 1.695
C 3.067 1.719 -3.316
C -1.490 -5.816 1.559
C -0.596 4.179 -3.620
C 2.714 0.239 2.086
C 1.450 -2.914 -2.487
C -2.225 3.497 4.273
C -0.803 4.097 -1.266
C -0.756 4.859 -2.424
C 3.778 1.281 1.727
C -0.365 1.997 -4.894
C -2.802 -0.829 -1.989
C -3.611 1.459 -2.092
C -2.552 2.234 2.272
C -0.970 2.909 4.379
C -5.564 -6.980 2.290
C -0.517 2.791 -3.629
C -3.079 -3.366 -1.688
C -0.571 2.012 3.403
C -2.965 -0.889 -3.380
C 1.966 -0.571 -2.328
C 2.468 1.664 -2.031
C -3.407 0.185 -4.127
C -3.034 3.138 3.207
C 3.091 0.609 -4.100
C -3.226 -7.521 2.179
C -2.916 -6.214 1.823
C 2.672 0.073 3.610
C -3.766 1.358 -3.451
C -0.606 2.157 -2.399
C 1.386 -1.751 -1.716
C 2.005 -2.952 -3.770
C 2.427 2.894 -1.174
C 2.529 -1.823 -4.331
C -5.263 -5.668 1.939
H -0.833 5.194 5.646
H -1.286 2.022 -5.479
H 0.404 1.543 3.422
H -4.763 -8.929 2.688
H -0.148 0.952 -4.671
H 3.533 0.634 -5.087
H 1.895 -0.641 3.887
H -0.832 5.935 -2.382
H -4.020 3.569 3.109
H -0.583 1.072 -2.360
H 2.349 -1.858 1.653
H 3.488 2.259 2.118
H -0.310 3.112 5.213
H -3.859 2.376 -1.569
H -2.359 -4.170 -1.559
H 1.909 3.704 -1.691
H 3.491 2.654 -3.662
H -3.127 1.919 1.409
H -3.950 -3.602 -1.072
H 4.062 -1.435 1.845
H 3.188 -0.987 0.368
H -1.369 -5.428 0.547
H 3.871 1.354 0.642
H -0.539 4.732 -4.551
H 3.629 -0.291 3.994
H 0.447 2.392 -5.508
H 4.754 1.010 2.140
H -2.723 -1.811 -3.896
H -0.827 -6.671 1.687
H -3.410 -3.319 -2.721
H -4.157 2.204 -4.008
H 2.015 -3.888 -4.312
H -6.057 -4.937 1.847
H 3.445 3.236 -0.969
H -6.591 -7.274 2.470
H 2.460 1.035 4.086
H -2.105 5.944 6.534
H 1.928 2.679 -0.231
H -3.505 0.106 -5.202
H -2.427 -8.248 2.276
H -3.715 -4.265 1.442
*
```

Values from the calculation:
Energy relative to the best compared isomer or geometry (same formula, charge and spin)   0.0 kcal per mole
HOMO level   -4.6 eV
Energy   -298992.9868 eV
LUMO   2.121 eV

No. 5
Density functional theory data (ωB97M-V/def2-TZVPD) for C42H41N2O4PRb as an isolated structure.

Geometry as ORCA input:
```
! wB97M-V def2-TZVPD RIJCOSX def2/J DEFGRID3
* xyz -1 1
Rb -0.080 0.190 0.021
P 0.868 2.571 1.956
O 0.762 -0.530 -2.748
O -0.997 1.653 -2.330
O -1.918 -1.251 -1.939
O 0.118 -2.934 -0.910
N -2.695 -0.531 2.867
N -1.742 -1.064 2.272
C -1.237 -3.338 -1.051
C -0.074 4.737 0.430
C 5.286 0.796 -0.526
C 1.242 1.392 4.405
C 2.847 4.559 1.729
C -1.310 4.333 2.434
C -2.655 1.323 1.181
C 4.657 2.935 0.357
C -4.509 0.950 2.817
C 0.876 -2.820 -2.112
C -2.033 -3.023 3.788
C 1.248 0.799 -2.675
C -2.186 -2.172 -0.903
C 0.144 1.706 -3.171
C 1.433 1.297 5.777
C -1.250 -2.253 2.938
C 4.975 4.282 0.658
C 1.220 3.681 5.957
C -0.204 -4.571 4.044
C -3.473 2.379 0.713
C 0.571 -3.799 3.191
C 3.394 2.388 0.739
C -2.147 0.969 -2.824
C -2.189 5.353 2.100
C -0.222 4.024 1.622
C 1.609 -1.499 -2.156
C 1.038 3.771 4.585
C 4.095 5.079 1.331
C 2.497 3.265 1.440
C -5.252 1.996 2.302
C -3.280 0.636 2.229
C 0.043 -2.644 2.629
C 3.025 1.016 0.484
C -1.506 -4.181 4.339
C 1.043 2.627 3.789
C 1.419 2.444 6.557
C 5.597 2.104 -0.300
C -2.672 -0.046 -1.836
C 4.024 0.283 -0.134
C -4.719 2.707 1.226
C -0.963 5.743 0.081
C -2.019 6.066 0.923
H 1.602 -3.641 -2.139
H 1.587 -4.091 2.956
H 0.651 -2.034 1.973
H -5.280 3.540 0.809
H -0.124 1.431 -4.197
H -3.042 -2.701 4.003
H 0.883 4.742 4.131
H 5.944 4.669 0.357
H -1.913 0.468 -3.768
H -0.825 6.278 -0.851
H -1.384 -3.833 -2.016
H 6.557 2.518 -0.596
H -2.116 -4.785 5.000
H 1.875 -1.220 -1.130
H -3.224 -2.535 -0.963
H 0.512 2.736 -3.178
H 1.529 1.055 -1.647
H 1.249 0.496 3.795
H 0.225 -2.895 -2.986
H 6.009 0.146 -1.013
H -4.870 0.370 3.660
H 1.560 2.375 7.629
H -2.612 0.369 -0.818
H -2.053 -1.712 0.083
H 2.155 5.205 2.257
H 2.148 0.930 -3.291
H -3.730 -0.247 -2.053
H 1.582 0.326 6.232
H -3.029 5.564 2.750
H 3.865 -0.775 -0.351
H -1.492 3.756 3.333
H -6.215 2.257 2.725
H 0.202 -5.477 4.477
H 0.755 4.511 -0.231
H -3.099 3.004 -0.101
H 4.352 6.105 1.568
H 1.209 4.581 6.559
H -2.712 6.854 0.655
H -2.933 1.709 -3.001
H 2.544 -1.582 -2.726
H -1.448 -4.064 -0.260
*
```

Values from the calculation:
Energy relative to the best compared isomer or geometry (same formula, charge and spin)   0.0 kcal per mole
HOMO level   -3.7 eV
Energy   -65330.3263 eV
LUMO   1.979 eV